Density functional theory data (ωB97M-V with the def2-TZVPD basis set) for a 2-piece molecular cluster, C5H13NO overall at a distorted geometry.

Structure (XYZ):
```
20
Properties=species:S:1:pos:R:3:nbo_charge:R:1
C -2.4052 0.1634 -0.2765 -0.621
C -3.7666 0.4895 -0.8993 -0.616
H -1.6689 0.0526 -1.0727 0.224
H -2.0304 0.9983 0.3456 0.204
H -2.3383 -0.7559 0.2800 0.197
H -4.0311 1.5246 -1.0054 0.207
H -3.7546 0.1618 -1.9712 0.202
H -4.6025 0.0631 -0.3530 0.201
C 1.0404 0.0805 1.2752 -0.513
C 0.7837 -1.4446 1.4338 -0.616
C 1.4548 0.2754 -0.1575 0.681
O 0.8362 0.8596 -1.0233 -0.605
N 2.7300 -0.1445 -0.4498 -0.857
H 0.1707 0.6927 1.6146 0.236
H 1.7709 0.4037 2.0234 0.227
H 1.1431 -2.0651 0.6181 0.211
H -0.2834 -1.6549 1.4581 0.220
H 2.9690 0.1861 -1.3836 0.402
H 3.2841 -0.9075 -0.0425 0.402
H 1.1798 -1.8322 2.3840 0.213
```

total energy = -8933.319 eV
energy relative to the best compared isomer or geometry (same formula, charge and spin) = 66.8 kJ/mol
SMILES string = CCC(N)=O.CC
highest occupied orbital energy = -9.844 eV